Molecular formula: C29H65IN3O14S5
Method: DFT, wB97M-V/def2-TZVPD

Element x y z (Å)
1 I 0.169 -4.037 1.914
2 S 5.815 1.414 0.123
3 S 3.566 -0.052 4.633
4 S -3.985 1.181 -1.899
5 S 2.044 1.185 -3.959
6 S -3.797 1.230 3.780
7 O 4.913 0.473 -0.499
8 O -2.872 0.332 -1.584
9 O 3.626 0.171 3.249
10 O -0.576 -1.822 -2.116
11 O -2.979 0.089 4.114
12 O 3.642 0.961 5.677
13 O 2.855 0.634 -2.931
14 O -4.717 -2.903 -2.190
15 O -3.471 2.012 2.638
16 O 2.790 -4.465 -3.072
17 O 0.344 0.843 1.147
18 O 6.674 0.960 1.096
19 O 1.767 0.400 -5.114
20 O -4.743 0.996 -3.108
21 N 0.702 -1.304 0.030
22 N -2.441 -3.752 -1.971
23 N 0.650 -3.577 -3.567
24 C -3.318 -2.167 -3.877
25 C -2.840 -4.311 -0.628
26 C 2.275 -1.107 5.068
27 C -4.134 3.360 -0.576
28 C -0.150 -0.199 0.684
29 C 5.615 3.917 -0.248
30 C 6.786 2.128 -1.096
31 C -6.014 1.851 4.768
32 C 4.935 -1.240 4.979
33 C 2.471 2.799 -4.363
34 C 2.789 -2.290 5.595
35 C 5.085 2.803 0.677
36 C 1.095 -2.653 -4.604
37 C 1.669 -4.488 -2.770
38 C 6.141 3.323 -1.452
39 C 0.436 1.604 -3.270
40 C 4.173 -2.631 5.138
41 C -3.636 -3.017 -2.702
42 C -5.281 1.153 -0.625
43 C 1.191 -5.549 -1.938
44 C -1.721 -0.661 0.963
45 C -3.650 2.891 -1.747
46 C 1.287 3.709 -3.954
47 C -5.546 0.922 3.767
48 C 2.185 -1.151 0.200
49 C -3.628 2.355 5.144
50 C 0.612 2.942 -2.815
51 C -5.461 2.669 -0.350
52 C -5.015 2.204 5.873
53 H -3.474 3.003 0.188
54 H 5.407 2.949 1.817
55 H 1.566 4.683 -3.750
56 H 0.519 3.745 -4.659
57 H -3.170 -3.682 0.102
58 H -0.261 -4.069 -3.998
59 H -5.660 0.051 4.236
60 H -3.747 -1.013 -3.753
61 H 0.391 -2.022 -5.052
62 H -1.633 -3.112 -1.969
63 H 4.225 2.535 0.617
64 H -2.344 -2.115 -4.367
65 H -2.618 3.146 -1.961
66 H -4.944 0.679 0.130
67 H 4.788 -3.368 5.766
68 H 1.660 -0.530 5.967
69 H -3.955 4.496 -0.438
70 H -7.032 1.094 4.913
71 H -4.925 1.424 6.553
72 H -2.047 -1.221 0.104
73 H 4.973 4.542 -0.554
74 H 0.383 -2.907 -2.980
75 H -2.043 0.189 0.574
76 H -5.532 2.777 0.766
77 H 2.784 2.696 -5.430
78 H -0.179 1.516 -4.166
79 H 1.100 -5.310 -0.924
80 H -5.229 3.032 6.375
81 H -6.041 0.685 -0.905
82 H -2.917 2.226 5.826
83 H 2.405 -0.840 1.139
84 H 6.349 4.320 0.209
85 H -3.535 3.652 4.674
86 H 6.924 1.512 -1.990
87 H 2.583 -0.310 -0.486
88 H -6.038 1.023 2.794
89 H 1.748 -1.469 4.286
90 H -3.766 -2.637 -4.775
91 H 1.840 -6.537 -1.990
92 H -2.044 -4.284 -2.837
93 H 3.318 3.012 -3.813
94 H -1.154 -1.106 -2.398
95 H 5.237 2.884 -1.983
96 H -6.638 2.623 4.437
97 H 2.739 -2.400 6.730
98 H 0.201 0.769 -2.384
99 H 5.616 -1.204 4.197
100 H 0.281 -6.106 -2.397
101 H 1.941 -2.136 -4.094
102 H 0.302 -2.272 0.493
103 H 4.039 -2.979 4.044
104 H 2.657 -1.999 -0.251
105 H 6.626 4.034 -2.131
106 H 1.708 -3.257 -5.469
107 H 5.305 -0.714 5.934
108 H 7.657 2.396 -0.795
109 H -1.979 -4.732 -0.228
110 H 0.431 -1.337 -1.060
111 H -4.004 3.320 -2.624
112 H -0.333 3.418 -2.354
113 H -6.295 3.307 -0.710
114 H -1.917 -1.033 1.922
115 H -3.687 -4.964 -0.571
116 H 1.123 2.908 -1.899
117 H 2.004 -3.163 5.158

The total energy comes out at -4649.3034 Eh. The calculation puts the LUMO energy at -3.52 eV. The charge is +1. The calculation puts the energy relative to the best compared isomer or geometry (same formula, charge and spin) at 83.6 kcal per mole. For the maximum force, the calculation gives 11.26 eV/Å.

These are the Löwdin partial charges, in e, on atoms 1 to 8:
1 I -0.1140
2 S 0.6032
3 S 0.6452
4 S 0.7330
5 S 0.6139
6 S 0.6458
7 O -0.2808
8 O -0.3114